## a
The following is a DFT calculation (wB97M-V/def2-TZVPD) of C2H4FP in the gas phase.

LUMO (eV): 0.5
SMILES: [H]/P=C(/C)F
HOMO-LUMO gap (eV): 9.5

The geometry in ORCA input format:
```
! RIJCOSX wB97M-V def2-TZVPD def2/J DEFGRID3
* xyz 0 1
P -2.13095 0.48026 -0.01140
F -0.77456 -1.75573 0.03284
H 1.46574 -0.39261 0.46265
H -2.72550 -0.69034 -0.36630
H 0.98549 0.28521 -0.99169
C 0.70501 0.07486 -0.01708
C -0.69308 -0.41726 0.02328
H 0.62013 1.15641 0.47674
*
```

***

## b
The following is a DFT calculation (wB97M-V/def2-TZVPD) of a 2-piece molecular cluster, C2H4FP overall.

LUMO (spin up / spin down) (eV): -1.3 / -0.6
HOMO-LUMO gap (spin up / spin down) (eV): 6.4 / 8.5

The geometry in ORCA input format:
```
! RIJCOSX wB97M-V def2-TZVPD def2/J DEFGRID3
* xyz 0 1
H 0.51241 -1.41044 -0.15323
F -0.95350 1.57176 0.61492
H -0.48368 -1.17123 1.31309
P 2.52058 1.32732 0.15448
H 2.23946 2.68950 -0.19222
C -0.25589 -0.76417 0.28675
C 0.02097 0.67483 0.16404
H -1.28348 -1.06898 -0.06819
*
```

***

Which one is most stable, and which one is least stable? a is the most stable of them, while b is the least stable.

***

## a
The following is a DFT calculation (wB97M-V/def2-TZVPD) of C2H3NOS3 in the gas phase.

LUMO (eV): -0.9
SMILES: S=C1SON[C@H]1S
HOMO-LUMO gap (eV): 8.0

The geometry in ORCA input format:
```
! RIJCOSX wB97M-V def2-TZVPD def2/J DEFGRID3
* xyz 0 1
O -0.86551 0.07904 -1.65367
H -2.01683 -0.36691 -0.28402
C 0.90598 0.75507 -0.20688
S -0.04249 -1.78033 1.07811
H -0.43989 0.65335 1.46295
H 1.32576 -1.98933 0.83809
S 0.51018 0.79946 -1.87359
S 2.30394 1.32476 0.46559
C -0.32650 0.17860 0.53686
N -1.35463 0.34628 -0.36346
*
```

***

## b
The following is a DFT calculation (wB97M-V/def2-TZVPD) of C2H3NOS3 in the gas phase.

LUMO (eV): -1.0
SMILES: ONC(=S)C(=S)S
HOMO-LUMO gap (eV): 7.7

The geometry in ORCA input format:
```
! RIJCOSX wB97M-V def2-TZVPD def2/J DEFGRID3
* xyz 0 1
H 1.52845 -2.73147 -0.75486
H -0.44256 2.58727 -0.83842
N -0.32026 1.55488 -0.56880
S 2.09870 -1.59928 -0.63081
H -1.71565 0.07822 -0.61691
C 0.81544 0.97514 -0.07173
S 2.20305 1.75314 0.41784
C 0.67563 -0.87335 -0.09125
S -0.59437 -1.82771 0.33533
O -1.39642 0.87632 -1.08156
*
```

***

Which one is most stable, and which one is least stable? a is the most stable of them, while b is the least stable.

***

## a
The following is a DFT calculation (wB97M-V/def2-TZVPD) of a 2-piece molecular cluster, C8H13N4 overall.

LUMO (eV): -3.9
HOMO-LUMO gap (eV): 6.9

The geometry in ORCA input format:
```
! RIJCOSX wB97M-V def2-TZVPD def2/J DEFGRID3
* xyz 1 1
H -5.55649 0.25204 -1.46397
H 2.22301 -1.22142 1.37790
H 0.00105 1.20843 0.70417
H 5.07369 0.56420 -1.18802
N 2.82065 0.79109 -0.98301
H -1.51203 1.91291 0.11654
H 4.57677 -0.01381 1.53488
C 4.12352 -0.34994 0.65918
C -4.80325 -1.36827 -0.14014
H -3.27738 -2.21832 1.18017
C -3.58007 0.45020 -0.51673
H 1.26510 -0.40257 -0.34582
C -1.07475 1.06171 0.57648
N -2.82831 -0.37964 0.25832
H 4.49316 1.66201 0.00091
C 2.10916 -0.00862 -0.22592
H 2.80540 1.35506 -1.86192
C -3.62808 -1.44339 0.51219
N -1.57507 -0.07698 0.70931
H 4.94820 -1.13679 0.34132
N 2.75260 -0.72176 0.70320
C 4.18414 0.77394 -0.39932
C -4.78560 -0.11463 -0.86026
H -3.13220 1.40356 -0.54527
H -5.62322 -1.97901 -0.14420
*
```

***

## b
The following is a DFT calculation (wB97M-V/def2-TZVPD) of a 2-piece molecular cluster, C8H13N4 overall.

LUMO (spin up / spin down) (eV): -5.8 / -5.2
HOMO-LUMO gap (spin up / spin down) (eV): 6.9 / 7.8

The geometry in ORCA input format:
```
! RIJCOSX wB97M-V def2-TZVPD def2/J DEFGRID3
* xyz 1 1
H -1.65982 -2.36016 -0.44422
H 1.44915 -1.38993 -2.06366
C -1.64568 -1.34374 -0.62808
C 0.34073 -0.00339 -0.14382
C 2.79803 0.92083 -1.45074
N 2.63848 1.82084 -2.16437
H 1.02802 -2.64114 -0.97228
H -1.50484 2.41245 1.15958
H 4.22324 -0.68571 2.53988
H -0.68900 2.83150 -0.34968
H 1.43426 2.19886 1.04642
H 0.16503 1.97903 2.41917
H -0.02645 -2.38273 -2.32471
C 0.83865 1.57066 1.63985
H -2.04526 -1.24946 -1.74530
N -0.06996 1.10796 0.51632
N 3.70161 -1.04288 1.73017
C -1.09265 2.03646 0.18858
H 1.46262 0.67169 1.85606
H -2.29982 -0.72213 0.13388
N -0.23395 -0.95085 -0.73696
C 3.39317 -0.44756 0.69200
H -1.91544 1.81846 -0.62237
C 0.55816 -1.87134 -1.55736
C 3.06064 0.12005 -0.39475
*
```

***

Which one is most stable, and which one is least stable? a is the most stable of them, while b is the least stable.

***

## a
The following is a DFT calculation (wB97M-V/def2-TZVPD) of F3H3SSi2 in the gas phase.

LUMO (eV): 0.1
SMILES: F[Si](F)(F)[SiH2]S
HOMO-LUMO gap (eV): 10.2

The geometry in ORCA input format:
```
! RIJCOSX wB97M-V def2-TZVPD def2/J DEFGRID3
* xyz 0 1
H -1.36028 0.32056 1.45937
H -1.28636 1.41626 -0.64996
F 1.19240 -1.15698 -1.95407
F -0.92790 -2.19111 -1.17546
S 1.12624 1.80865 0.97896
H 0.38302 2.79200 1.46364
Si -0.51554 0.60540 0.29639
Si 0.28022 -1.29412 -0.66239
F 1.10820 -2.30066 0.24351
*
```

***

## b
The following is a DFT calculation (wB97M-V/def2-TZVPD) of a 2-piece molecular cluster, F3H3SSi2 overall.

LUMO (spin up / spin down) (eV): -1.3 / -1.4
HOMO-LUMO gap (spin up / spin down) (eV): 7.8 / 8.1

The geometry in ORCA input format:
```
! RIJCOSX wB97M-V def2-TZVPD def2/J DEFGRID3
* xyz 0 1
H 1.48695 1.39951 -0.05674
H 1.06436 0.06247 2.78466
F -2.39482 -0.32690 0.94277
H 2.91235 -1.06003 -1.05127
Si -1.46102 0.17111 -0.21302
Si 0.74517 0.04211 0.28798
F -2.13960 -0.46072 -1.49567
S 1.56202 -1.54223 -0.82926
F -1.77542 1.71470 -0.36945
*
```

***

Which one is most stable, and which one is least stable? a is the most stable of them, while b is the least stable.

***

## a
The following is a DFT calculation (wB97M-V/def2-TZVPD) of a 2-piece molecular cluster, Cl2H4OSi2 overall.

LUMO (eV): -0.2
SMILES: Cl[SiH2]Cl.O=[SiH2]
HOMO-LUMO gap (eV): 10.2

The geometry in ORCA input format:
```
! RIJCOSX wB97M-V def2-TZVPD def2/J DEFGRID3
* xyz 0 1
Si 0.52213 -1.05330 1.62449
O -0.12553 -0.16173 -2.41116
H -1.77557 2.01529 -2.57305
Si -0.71772 1.08022 -1.83997
H -0.37809 1.74629 -0.56760
Cl 1.98751 -1.33758 0.27693
Cl -0.49813 0.70019 1.44627
H 1.37945 -0.75152 2.71862
H -0.39405 -2.23785 1.32546
*
```

***

## b
The following is a DFT calculation (wB97M-V/def2-TZVPD) of a 2-piece molecular cluster, Cl2H4OSi2 overall.

LUMO (eV): -0.1
HOMO-LUMO gap (eV): 9.6

The geometry in ORCA input format:
```
! RIJCOSX wB97M-V def2-TZVPD def2/J DEFGRID3
* xyz 0 1
H -1.43624 0.82652 -1.04949
Si -2.44219 0.42096 -0.10116
O 3.64480 -1.08384 -0.14546
Si 2.50289 -0.23122 -0.96925
Cl -1.29508 -1.08803 0.45447
H 3.50304 -1.23144 0.80864
H -2.35655 1.52966 0.92001
H -3.73128 -0.01300 -0.51834
Cl 1.61060 0.87040 0.60057
*
```

***

Which one is most stable, and which one is least stable? b is the most stable of them, while a is the least stable.